{
  "formula": "C53H55F6GeIrN2O4P2S2",
  "method": "the ωB97M-V functional and the def2-TZVPD basis",
  "de_lowest_ev": 0.975,
  "homo_ev": -7.080,
  "homo_lumo_gap_ev": 6.62,
  "energy_ha": -6722.57792,
  "species": ["Ir", "N", "C", "C", "C", "C", "C", "C", "P", "C", "C", "C", "C", "C", "C", "C", "C", "C", "C", "C", "C", "H", "H", "H", "H", "H", "H", "H", "H", "H", "H", "H", "H", "H", "H", "H", "H", "F", "C", "F", "F", "S", "O", "O", "N", "S", "O", "O", "C", "F", "F", "F", "C", "C", "C", "C", "P", "C", "C", "C", "C", "C", "C", "C", "C", "C", "C", "H", "H", "H", "H", "H", "H", "H", "H", "H", "H", "H", "H", "H", "H", "H", "H", "H", "H", "H", "H", "H", "H", "H", "C", "Ge", "C", "C", "C", "C", "C", "C", "C", "C", "C", "C", "C", "C", "C", "C", "C", "C", "C", "C", "H", "H", "H", "H", "H", "H", "H", "H", "H", "H", "H", "H", "H", "H", "H", "H"],
  "coordinates": [[0.598579, 0.440142, 0.247010], [0.763043, 2.262531, 2.948606], [-0.176734, 1.714994, 3.793707], [-0.808189, 2.535109, 4.739672], [-1.748335, 2.022826, 5.605527], [-2.082836, 0.671747, 5.562449], [-1.493520, -0.132450, 4.607512], [-0.560782, 0.370007, 3.692335], [0.050936, -0.712387, 2.349847], [1.302950, -1.754872, 3.187866], [1.689305, -2.968194, 2.614491], [2.545804, -3.825370, 3.284800], [3.051585, -3.470467, 4.528564], [2.713548, -2.246694, 5.084134], [1.843505, -1.392717, 4.417697], [-1.369532, -1.874940, 2.209298], [-1.403303, -3.163602, 2.734529], [-2.558901, -3.930688, 2.646086], [-3.702199, -3.413386, 2.058286], [-3.683899, -2.121107, 1.547464], [-2.523924, -1.367872, 1.611100], [1.535583, 1.672487, 2.670247], [1.061521, 3.200296, 3.168789], [-0.526903, 3.581080, 4.791971], [-2.217711, 2.676069, 6.330427], [-2.802480, 0.257508, 6.255368], [-1.773477, -1.176430, 4.557232], [1.309016, -3.261713, 1.641743], [2.819189, -4.770485, 2.831944], [3.715647, -4.142448, 5.056954], [3.121498, -1.952226, 6.042531], [1.577811, -0.444564, 4.868876], [-0.540710, -3.578867, 3.233699], [-2.561598, -4.934507, 3.051597], [-4.606541, -4.006964, 2.009451], [-4.571072, -1.700551, 1.089531], [-2.516450, -0.360977, 1.214608], [3.948398, -1.809041, 1.095504], [4.820277, -1.055334, 1.763598], [6.002518, -1.138758, 1.156045], [4.947015, -1.511878, 3.001062], [4.245810, 0.708224, 1.798737], [2.788335, 0.642206, 1.762797], [4.842837, 1.267783, 2.967893], [4.881756, 1.316235, 0.504412], [4.247208, 1.293772, -0.932240], [2.919898, 0.697834, -1.022227], [4.464638, 2.544654, -1.587454], [5.320137, 0.102212, -1.834059], [6.603469, 0.341187, -1.595686], [5.090665, 0.233995, -3.142743], [5.032827, -1.149868, -1.476492], [-0.550061, 4.425562, -2.813624], [-0.113568, 2.994715, -2.480326], [-0.815923, 1.987862, -3.388550], [1.388969, 2.899215, -2.744569], [-0.412455, 2.472740, -0.684217], [0.369505, 3.864967, 0.218442], [1.743201, 3.738271, 0.432968], [2.469252, 4.713336, 1.097721], [1.820396, 5.841789, 1.580304], [0.455493, 5.987600, 1.372942], [-0.261793, 5.012616, 0.690375], [-2.271011, 2.502695, -0.347959], [-2.859461, 1.187035, -0.870498], [-2.425708, 2.519708, 1.182200], [-3.088150, 3.645033, -0.960475], [-0.151847, 4.685090, -3.798882], [-0.146054, 5.146888, -2.101290], [-1.628662, 4.547033, -2.857273], [-0.451078, 2.106473, -4.413043], [-1.897854, 2.124162, -3.403491], [-0.599255, 0.964960, -3.072985], [1.564145, 3.088864, -3.807626], [1.774719, 1.912030, -2.510667], [1.962614, 3.634225, -2.180134], [2.257596, 2.854754, 0.075601], [3.534799, 4.583714, 1.241274], [2.375113, 6.604858, 2.111040], [-0.057388, 6.869097, 1.736609], [-1.320433, 5.161334, 0.541099], [-2.200731, 0.344432, -0.671076], [-3.044650, 1.216158, -1.942355], [-3.821009, 1.003788, -0.379502], [-1.801664, 1.759172, 1.651788], [-3.468831, 2.309048, 1.435845], [-2.159601, 3.478100, 1.625262], [-3.208962, 3.516175, -2.035358], [-2.676912, 4.636748, -0.784896], [-4.088583, 3.618297, -0.518040], [0.082276, -1.095474, -0.471963], [-0.693991, -2.017133, -2.070079], [-0.454629, -3.841106, -1.427828], [-1.467932, -4.668974, -0.948814], [-1.165443, -5.864591, -0.307244], [0.155577, -6.245216, -0.128169], [1.178506, -5.433335, -0.601639], [0.873130, -4.242182, -1.243995], [-2.514207, -1.562586, -2.606360], [-3.641998, -1.984796, -1.899229], [-4.918910, -1.617254, -2.301822], [-5.090236, -0.818164, -3.423164], [-3.981549, -0.394334, -4.140879], [-2.706354, -0.767309, -3.737268], [0.392309, -1.708822, -3.642914], [1.443300, -0.795874, -3.669188], [2.150615, -0.572958, -4.847011], [1.820033, -1.268915, -5.998427], [0.778394, -2.189729, -5.980764], [0.068379, -2.405719, -4.810280], [0.608317, -1.903564, 0.070407], [-2.506240, -4.394360, -1.078457], [-1.965868, -6.495754, 0.058733], [0.389159, -7.174989, 0.375150], [2.213091, -5.724143, -0.465500], [1.683176, -3.615884, -1.607986], [-3.528354, -2.589981, -1.010622], [-5.781547, -1.957887, -1.741822], [-6.085171, -0.530151, -3.738464], [-4.107986, 0.224598, -5.020638], [-1.853965, -0.439776, -4.318332], [1.708029, -0.244696, -2.775542], [2.960625, 0.145425, -4.860422], [2.373953, -1.096595, -6.912684], [0.516438, -2.732671, -6.880325], [-0.751261, -3.117208, -4.808227]],
  "forces_ev_per_angstrom": [[-1.0, 1.6, 2.2], [0.0, -0.1, -0.2], [-0.1, 0.1, 0.1], [0.0, 0.0, 0.0], [0.0, 0.0, 0.0], [0.0, 0.0, 0.0], [0.0, 0.0, 0.0], [0.0, 0.0, -0.1], [0.4, -0.2, 0.0], [-0.1, 0.0, 0.1], [0.0, 0.1, -0.1], [0.0, 0.0, 0.0], [0.0, 0.0, 0.0], [0.0, 0.0, 0.0], [0.0, 0.0, 0.0], [0.0, 0.1, -0.1], [0.0, 0.0, 0.0], [0.0, 0.0, 0.0], [0.0, 0.0, 0.0], [0.0, 0.0, 0.0], [0.0, 0.0, 0.0], [0.1, 0.0, 0.1], [-0.1, 0.0, -0.1], [0.0, 0.0, 0.0], [0.0, 0.0, 0.0], [0.0, 0.0, 0.0], [0.0, 0.0, 0.0], [0.0, 0.0, 0.0], [0.0, 0.0, 0.0], [0.0, 0.0, 0.0], [0.0, 0.0, 0.0], [0.0, 0.0, 0.0], [0.0, 0.0, 0.0], [0.0, 0.0, 0.0], [0.0, 0.0, 0.0], [0.0, 0.0, 0.0], [0.0, 0.0, 0.0], [0.0, 0.0, 0.0], [0.0, 0.1, -0.1], [0.0, 0.0, 0.1], [-0.1, -0.1, 0.0], [-0.2, 0.1, 0.0], [0.7, 0.0, 0.1], [0.0, 0.0, -0.1], [-0.1, 0.1, 0.0], [-0.4, -0.1, -0.1], [0.8, 0.1, 0.1], [0.0, 0.0, 0.0], [0.0, 0.0, -0.1], [0.0, 0.0, 0.0], [0.0, -0.1, 0.0], [0.0, 0.0, 0.0], [0.0, 0.0, 0.0], [-0.1, 0.2, 0.1], [-0.1, 0.0, 0.0], [0.0, 0.0, 0.0], [0.1, -0.4, -1.0], [0.1, -0.1, 0.1], [0.0, 0.0, 0.0], [0.0, 0.0, 0.0], [0.0, 0.0, 0.0], [0.0, 0.0, 0.0], [0.0, 0.0, 0.0], [0.1, 0.0, 0.2], [0.0, 0.0, 0.0], [0.0, 0.0, 0.0], [0.0, 0.0, 0.0], [0.0, 0.0, 0.0], [0.0, 0.0, 0.0], [0.0, 0.0, 0.0], [0.0, 0.0, 0.0], [0.0, 0.0, 0.0], [0.0, 0.0, 0.0], [0.0, 0.0, 0.0], [0.0, 0.0, 0.0], [0.0, 0.0, 0.0], [0.0, 0.0, 0.0], [0.0, 0.0, 0.0], [0.0, 0.0, 0.0], [0.0, 0.0, 0.0], [0.0, 0.0, 0.0], [0.0, 0.0, 0.0], [0.0, 0.0, 0.0], [0.0, 0.0, 0.0], [0.0, 0.0, 0.0], [0.0, 0.0, 0.0], [0.0, 0.0, 0.0], [0.0, 0.0, 0.0], [0.0, 0.0, 0.0], [0.0, 0.0, 0.0], [0.0, -0.9, -1.2], [-0.3, 0.2, 0.1], [0.0, -0.1, 0.2], [0.1, 0.0, -0.1], [0.0, 0.0, 0.0], [0.0, 0.0, 0.0], [0.0, 0.0, 0.0], [0.0, -0.1, 0.0], [-0.2, 0.0, 0.0], [0.0, 0.1, 0.0], [0.0, 0.0, 0.0], [0.0, 0.0, 0.0], [0.0, 0.0, 0.0], [-0.1, -0.2, 0.0], [0.2, 0.0, -0.1], [0.0, -0.1, -0.1], [0.0, 0.0, 0.1], [0.0, 0.0, 0.0], [0.0, 0.0, 0.0], [0.1, 0.0, 0.0], [-0.2, -0.3, -0.2], [0.0, 0.0, 0.0], [0.0, 0.0, 0.0], [0.0, 0.0, 0.0], [0.0, 0.0, 0.0], [0.0, 0.0, 0.0], [0.0, 0.0, 0.0], [0.0, 0.0, 0.0], [0.0, 0.0, 0.0], [0.0, 0.0, 0.0], [0.0, 0.0, 0.0], [0.0, 0.0, 0.0], [0.0, 0.0, 0.0], [0.0, 0.0, 0.0], [0.0, 0.0, 0.0], [0.0, 0.0, 0.0]],
  "mulliken_charge": [4.627, 0.649, -0.114, -0.399, -0.841, -0.924, -0.656, -0.075, 1.205, 1.398, -1.063, -0.537, -0.914, -0.625, -1.077, 0.219, -0.391, -0.814, -0.853, -0.418, -0.032, -0.643, 0.440, 0.439, 0.403, 0.443, 0.511, 0.309, 0.491, 0.384, 0.428, 0.424, 0.516, 0.478, 0.371, 0.469, -0.055, -0.093, 0.462, -0.240, -0.247, 1.251, -1.323, -0.801, -0.743, 1.201, -0.796, -0.743, 0.538, -0.230, -0.187, -0.179, -1.751, 2.626, -2.701, -1.786, -0.343, 1.321, 0.117, -0.688, -0.957, -0.883, -0.671, 2.493, -1.981, -1.650, -2.172, 0.508, 0.258, 0.369, 0.728, 0.241, 0.471, 0.753, -0.183, 0.371, -0.367, 0.503, 0.405, 0.482, 0.154, -0.711, 0.429, 0.768, -0.029, 0.700, 0.464, 0.390, 0.227, 0.542, -0.389, 2.525, -0.144, -0.035, -0.822, -0.645, -0.698, -0.871, 0.421, 0.174, -1.034, -0.707, -0.666, -0.320, -0.522, 0.243, -0.493, -0.735, -0.713, -0.490, 0.217, 0.429, 0.465, 0.405, 0.481, 0.402, 0.159, 0.454, 0.385, 0.455, 0.355, -0.178, 0.521, 0.400, 0.419, 0.463]
}